Record 1
Density functional theory data (ωB97M-V/def2-TZVPD) for an isolated molecule of C3H2N4O at a distorted geometry.

XYZ file:
```
10
Properties=species:S:1:pos:R:3:forces:R:3
O -0.893 1.239 0.010 -1.40 -0.78 -0.52
N -2.404 -0.509 0.073 1.45 -0.24 -0.35
N 0.014 -0.742 -0.054 -0.61 -2.24 -0.32
N 3.543 -0.098 0.038 -1.68 0.12 0.26
N 0.410 1.402 -0.043 3.96 -0.57 0.32
C 0.968 0.202 -0.049 -0.10 3.10 0.23
C -1.199 -0.111 -0.046 -2.45 0.47 1.09
C 2.389 0.030 0.068 1.18 -0.21 -0.70
H -2.971 0.332 0.173 -0.18 -0.25 -0.15
H 0.144 -1.745 -0.170 -0.16 0.60 0.15
```
Positions in Å, forces in eV/Å.

Its spin multiplicity is 1. The value obtained for the energy relative to the best compared isomer or geometry (same formula, charge and spin) is 10.0 kcal per mole. The calculation puts the molecular weight at 110.08 u. Its SMILES is [H]/N=c1/[nH]c(C#N)no1. The net charge is 0. The value obtained for the electronic energy is -11148.837 eV. The orbital gap comes out at 9.31 eV. The largest force on an atom comes out at 0.078 hartree/bohr.

=====

Record 2
Density functional theory data (ωB97M-V/def2-TZVPD) for a structure of composition C22H32GdN5O at a distorted geometry.

XYZ file:
```
61
Properties=species:S:1:pos:R:3:forces:R:3
Gd 0.014 -0.523 -0.677 0.17 -1.37 -0.43
O 0.021 -2.131 -2.564 -0.06 -0.10 0.01
N -2.383 -0.363 -0.565 -0.99 0.35 0.04
N 2.102 0.537 -1.106 0.66 0.76 -0.24
N 0.999 -2.041 3.526 -0.02 0.01 -0.05
N 0.592 -1.613 1.404 0.01 0.10 0.51
N -0.420 1.588 -0.651 0.22 0.59 0.51
C -3.027 -0.971 -1.750 0.02 0.06 -0.04
C 0.566 -1.133 2.646 0.01 0.02 -0.16
C 1.350 4.602 -1.977 -0.04 0.02 -0.01
C -1.712 1.995 -0.293 -0.49 -0.14 -0.14
C -2.805 -1.087 0.660 0.07 -0.13 -0.01
C 2.588 -0.070 -2.371 0.08 -0.02 0.00
C 0.552 2.465 -1.154 0.32 -0.02 -0.15
C 1.105 -1.864 4.971 -0.01 0.13 0.30
C -2.045 3.261 0.205 0.15 -0.06 -0.03
C 0.316 3.787 -1.554 -0.08 -0.14 -0.11
C -2.751 1.053 -0.395 0.19 0.09 0.12
C 1.860 1.973 -1.320 -0.11 0.08 0.12
C -4.389 2.716 0.179 -0.04 0.02 0.00
C -0.571 -4.351 -1.689 0.10 0.16 -0.11
C -3.363 3.618 0.419 -0.02 -0.03 0.04
C 1.072 -2.905 1.519 0.01 0.04 0.02
C 3.100 0.320 -0.035 -0.05 -0.07 0.14
C 0.483 -3.504 -2.377 -0.07 -0.25 0.21
C 2.650 4.127 -2.042 0.01 0.04 0.00
C 2.890 2.800 -1.737 0.05 -0.08 -0.13
C 1.325 -3.173 2.828 0.03 -0.13 -0.19
C -4.071 1.421 -0.189 -0.04 -0.01 0.01
H -0.692 4.167 -1.558 0.01 0.07 0.02
H 3.895 2.409 -1.847 -0.02 -0.01 0.03
H -2.690 -0.457 -2.651 -0.01 -0.01 -0.01
H 1.131 5.621 -2.267 0.00 0.00 0.01
H -3.589 4.612 0.782 0.00 -0.01 0.01
H -2.388 -0.589 1.535 0.03 -0.02 0.01
H 1.205 -3.551 0.668 0.00 -0.02 0.02
H -1.451 -4.464 -2.322 -0.03 0.00 0.05
H -1.256 3.960 0.441 -0.02 0.04 -0.07
H 1.892 0.155 -3.179 -0.03 -0.04 0.00
H 0.132 -1.629 5.398 -0.02 -0.04 -0.06
H 3.460 4.773 -2.350 0.01 -0.02 0.00
H 0.246 -0.140 2.923 0.01 -0.03 0.06
H 4.059 0.769 -0.298 0.00 -0.01 -0.02
H -2.467 -2.126 0.629 0.04 0.01 -0.03
H 2.750 0.781 0.888 -0.02 -0.01 0.00
H -4.867 0.692 -0.293 0.02 0.00 0.00
H -2.776 -2.032 -1.800 0.03 0.00 -0.02
H -0.178 -5.347 -1.487 0.01 0.00 0.00
H -0.869 -3.904 -0.736 -0.04 -0.05 0.01
H 2.694 -1.152 -2.257 -0.03 0.00 0.02
H 1.799 -1.062 5.208 0.03 -0.03 -0.07
H -5.422 3.004 0.316 0.01 0.00 0.02
H 3.562 0.334 -2.649 0.01 -0.03 0.00
H 1.394 -3.435 -1.781 0.02 0.06 -0.03
H -0.579 -2.138 -3.318 -0.06 0.16 -0.12
H 3.257 -0.749 0.125 -0.05 0.00 0.00
H 1.469 -2.786 5.414 0.00 -0.02 -0.04
H 1.703 -4.063 3.301 -0.01 0.05 0.06
H -3.891 -1.084 0.763 0.00 -0.04 -0.02
H -4.113 -0.885 -1.702 -0.01 -0.01 0.01
H 0.751 -3.921 -3.346 0.06 0.09 -0.04
```
Positions in Å, forces in eV/Å.

Its spin multiplicity is 8. The value obtained for the energy relative to the best compared isomer or geometry (same formula, charge and spin) is 3.8 kcal per mole. The calculation puts the molecular weight at 539.78 u. The net charge is +2. The value obtained for the electronic energy is -53653.181 eV. The orbital gap (spin up / spin down) comes out at 7.92 / 4.72 eV. The largest force on an atom comes out at 0.028 hartree/bohr. As for the expectation value of S²: 16.054.

=====

> The highest molecular weight belongs to which entry?

C22H32GdN5O